[1]
{
  "formula": "C12H25LuN2O2P2S",
  "method": "wB97M-V/def2-TZVPD",
  "symbols": ["C", "C", "N", "C", "C", "C", "C", "P", "Lu", "P", "C", "O", "O", "H", "H", "H", "C", "C", "H", "H", "H", "H", "C", "C", "H", "H", "H", "H", "H", "H", "H", "H", "H", "H", "H", "H", "H", "H", "H", "H", "H", "H", "S", "C", "N"],
  "xyz": [[-0.8053, 0.6609, -3.2154], [-0.8603, 0.0926, -1.9374], [0.0499, 0.4848, -0.9531], [0.7648, 1.6260, -1.1768], [0.7785, 2.2633, -2.4113], [0.0080, 1.7573, -3.4645], [-1.8630, -0.9173, -1.6096], [-2.3868, -1.0146, 0.0923], [0.3518, -0.9643, 0.8715], [2.1182, 1.1661, 1.2840], [1.5721, 2.2672, -0.0673], [-0.7085, -3.1915, -2.1626], [0.0315, -2.9508, 0.1326], [-1.4700, 0.2635, -3.9937], [1.3952, 3.1475, -2.5302], [0.0435, 2.2331, -4.4517], [-3.6793, 0.2500, 0.1661], [-3.3246, -2.5777, 0.1831], [2.4704, 2.7333, -0.4914], [0.9802, 3.0715, 0.4020], [-1.1605, -2.3363, -2.0654], [-2.7116, -0.9161, -2.2924], [2.5286, 2.3730, 2.5808], [3.7866, 0.7118, 0.6805], [2.1474, -1.9157, 1.3324], [0.0870, -3.7334, 0.7117], [-0.1929, -3.2075, -0.8803], [0.0189, -3.0810, -2.7896], [-1.1345, 0.8104, 2.7809], [2.4257, -1.2358, 1.4425], [-4.5701, -0.0899, -0.3770], [-3.9242, 0.4294, 1.2204], [-3.3108, 1.1808, -0.2800], [-4.1788, -2.5580, -0.5098], [-2.6833, -3.4405, -0.0457], [-3.6980, -2.6885, 1.2116], [4.4018, 1.6107, 0.5768], [4.2437, 0.0241, 1.4023], [3.7171, 0.2021, -0.2872], [3.5639, 2.7288, 2.4503], [1.8456, 3.2306, 2.5205], [2.4251, 1.9065, 3.5627], [-0.8997, -0.4653, 3.2511], [0.4511, -0.0910, 4.2093], [1.3559, 0.1499, 4.9269]],
  "de_lowest_kcal_mol": 2.69,
  "energy_ha": -3048.4890,
  "spin_multiplicity": 1,
  "gap_ev": [3.8791, 3.8499],
  "e_lumo_ev": [0.083, 0.037]
}

[2]
{
  "formula": "C5H9ClN5O",
  "method": "wB97M-V/def2-TZVPD",
  "symbols": ["N", "C", "O", "C", "N", "C", "Cl", "C", "N", "N", "C", "N", "H", "H", "H", "H", "H", "H", "H", "H", "H"],
  "xyz": [[2.5172, -1.1489, 1.9321], [1.1851, -1.0054, 1.8121], [0.6186, -1.1515, 2.8674], [0.5379, -0.7032, 0.5174], [1.3957, -0.6023, -0.5208], [1.2548, -0.7544, -1.7406], [-0.2883, -1.1556, -2.4974], [-0.7539, -0.2134, 0.5723], [-1.5289, -0.3484, 1.6885], [-1.5022, 0.5279, -0.4254], [-0.9226, 1.3793, -1.1856], [-1.4913, 1.9681, -2.1885], [3.1666, -1.0837, 1.1529], [2.8833, -1.4372, 2.8303], [2.0769, -0.5444, -2.4167], [-1.0979, -0.7647, 2.4468], [-2.1760, 0.2428, 2.1182], [-2.4410, 0.2844, -0.7226], [0.0954, 1.8735, -1.0032], [-2.3026, 1.7658, -2.7224], [-1.2269, 2.8714, -2.5149]],
  "de_lowest_kcal_mol": 26.24,
  "energy_ha": -1004.8748,
  "spin_multiplicity": 1,
  "charge": 1,
  "gap_ev": 7.9999,
  "e_lumo_ev": -4.176
}